No. 1
{"formula": "C4H8NO", "method": "ωB97M-V with the def2-TZVPD basis set", "lumo_ha": -0.132, "molar_mass_da": 86.114, "smiles": "C=C1C[C@H](O)[NH2+]1", "relative_energy_ev": 1.735, "charge": 1, "symbols": ["C", "C", "C", "C", "N", "O", "H", "H", "H", "H", "H", "H", "H", "H"], "xyz": [[-0.89120, 0.03106, -0.26752], [-2.15107, -0.26769, -0.16709], [0.06974, 1.19669, -0.11489], [1.21068, 0.07467, 0.29938], [0.27464, -0.95306, -0.09827], [2.43950, -0.09342, -0.29926], [-2.43059, -1.30128, -0.21543], [-2.98483, 0.49173, -0.02464], [0.32394, 1.74944, -0.99254], [-0.10901, 1.91156, 0.62424], [1.33296, -0.06524, 1.42434], [0.27839, -1.80459, 0.46172], [0.59390, -1.29062, -1.05296], [2.28794, 0.14685, -1.20274]]}

=====

No. 2
{"formula": "C29H54N2O11P2", "method": "ωB97M-V with the def2-TZVPD basis set", "lumo_ha": -0.044, "molar_mass_da": 668.702, "smiles": "C[C@H](C[C@H]1CNC(=O)[C@H]1CCC(N)=O)OCc1ccccc1.CCOP(=O)(OCC)OCC.CCOP(=O)(OCC)OCC", "symbols": ["C", "C", "C", "C", "C", "N", "C", "O", "C", "C", "C", "C", "N", "O", "O", "C", "C", "C", "C", "C", "C", "C", "H", "H", "H", "H", "H", "H", "H", "H", "H", "H", "H", "H", "H", "H", "H", "H", "H", "H", "H", "H", "H", "H", "H", "H", "O", "P", "O", "C", "C", "O", "C", "C", "O", "C", "C", "H", "H", "H", "H", "H", "H", "H", "H", "H", "H", "H", "H", "H", "H", "H", "O", "P", "O", "C", "C", "O", "C", "C", "O", "C", "C", "H", "H", "H", "H", "H", "H", "H", "H", "H", "H", "H", "H", "H", "H", "H"], "xyz": [[5.56870, 1.69192, 6.19251], [4.95747, 1.61542, 4.73269], [3.69716, 2.53484, 4.59697], [3.41512, 3.03580, 3.14121], [2.74456, 2.03512, 2.10982], [2.64395, 2.94755, 0.91717], [2.56996, 4.33925, 1.31881], [2.32226, 5.26824, 0.59554], [2.85544, 4.46753, 2.86818], [1.77633, 5.12574, 3.79792], [0.78648, 4.15348, 4.52137], [-0.14047, 3.32622, 3.58359], [-1.16876, 2.50798, 4.25535], [-0.11932, 3.32797, 2.38148], [4.76264, 0.27389, 4.25949], [3.82487, -0.44687, 5.06778], [2.64577, -1.10108, 4.22783], [1.39214, -0.36379, 4.17663], [0.24752, -0.87208, 3.39508], [0.43311, -2.14699, 2.72544], [1.67673, -2.92285, 2.79562], [2.80110, -2.37818, 3.54064], [5.81274, 2.76588, 6.41941], [4.83807, 1.36688, 6.97548], [6.47544, 1.04406, 6.27021], [5.74716, 2.07029, 4.06787], [2.78785, 1.99723, 4.97025], [3.81412, 3.43394, 5.26751], [4.46220, 3.08899, 2.71233], [1.72565, 1.65232, 2.33627], [3.55042, 1.32798, 1.81004], [1.73969, 2.82271, 0.44628], [3.69847, 5.21780, 2.90093], [2.26396, 5.82168, 4.53006], [1.14628, 5.79303, 3.14041], [0.09800, 4.80269, 5.14194], [1.26471, 3.46034, 5.26308], [-1.43495, 3.05485, 5.08373], [-0.78626, 1.60313, 4.53310], [4.34077, -1.30260, 5.57480], [3.34495, 0.18036, 5.85599], [1.22667, 0.60891, 4.69943], [-0.68422, -0.27185, 3.35089], [-0.43262, -2.55232, 2.15558], [1.75188, -3.90487, 2.28051], [3.76763, -2.92376, 3.63178], [-0.93537, -3.29185, -1.83172], [-2.11638, -3.99859, -2.48543], [-2.96416, -4.27201, -1.09645], [-3.72076, -3.20223, -0.53729], [-5.00503, -2.96417, -1.31046], [-1.34712, -5.46529, -2.54071], [0.06791, -5.50569, -2.68990], [0.72760, -5.66816, -1.33944], [-3.38982, -4.73895, -3.30775], [-3.22102, -5.01571, -4.71094], [-2.64626, -6.40567, -4.94576], [-3.11325, -2.29295, -0.49515], [-3.96213, -3.48939, 0.48853], [-4.79007, -2.57911, -2.31060], [-5.63817, -2.23943, -0.79439], [-5.56007, -3.89543, -1.43569], [0.43569, -4.61879, -3.20910], [0.31461, -6.36360, -3.32218], [0.35677, -4.94381, -0.61320], [1.81114, -5.55651, -1.42258], [0.51330, -6.65786, -0.92927], [-2.60650, -4.24483, -5.18221], [-4.21660, -4.96467, -5.15620], [-1.55723, -6.38279, -4.90836], [-2.91701, -6.76620, -5.94105], [-2.99443, -7.11395, -4.19560], [-2.44516, -0.03971, -3.25558], [-2.48152, 1.32398, -3.91196], [-2.62174, 0.85131, -5.48391], [-3.89000, 0.40722, -5.95441], [-4.83572, 1.57110, -6.19020], [-0.84669, 1.55522, -3.89654], [-0.08536, 0.92525, -2.87157], [0.52457, -0.37316, -3.36409], [-2.65363, 2.92185, -4.40732], [-2.45147, 3.96032, -3.42757], [-1.00428, 4.43057, -3.39608], [-4.32074, -0.31402, -5.25254], [-3.71178, -0.11264, -6.89803], [-5.10896, 2.04736, -5.24514], [-5.75150, 1.23221, -6.67897], [-4.36334, 2.33417, -6.81057], [-0.69524, 0.76811, -1.98037], [0.71877, 1.60975, -2.58634], [-0.21278, -1.01848, -3.84216], [0.98455, -0.92062, -2.53929], [1.29259, -0.16755, -4.11391], [-2.78406, 3.62683, -2.44172], [-3.08851, 4.79436, -3.72816], [-0.41122, 3.80591, -2.72851], [-0.94350, 5.44899, -3.00600], [-0.55032, 4.39259, -4.38512]]}

=====

No. 3
{"formula": "CH3N2O2", "method": "ωB97M-V with the def2-TZVPD basis set", "lumo_ha": -0.213, "molar_mass_da": 75.047, "relative_energy_ev": 3.524, "charge": 1, "symbols": ["C", "N", "N", "O", "O", "H", "H", "H"], "xyz": [[-0.43160, 0.68198, -0.02558], [-1.14746, -0.34580, -0.07393], [1.44920, -0.07204, -0.05774], [1.39782, -1.19427, 0.08689], [2.18324, 0.76112, -0.11310], [-0.65790, 1.80719, 0.08139], [-2.14883, -0.32712, 0.21565], [-0.64448, -1.31108, -0.11358]]}

=====

No. 4
{"formula": "C29H40AsClCrN5O4S", "method": "ωB97M-V with the def2-TZVPD basis set", "multiplicity": 4, "lumo_ha": [-0.236, -0.224], "molar_mass_da": 717.108, "relative_energy_ev": 1.451, "charge": 2, "s2": 3.7872, "symbols": ["Cr", "C", "O", "H", "H", "H", "H", "O", "S", "O", "N", "C", "O", "C", "C", "C", "C", "C", "C", "H", "H", "H", "H", "Cl", "C", "C", "C", "C", "N", "C", "H", "H", "H", "H", "C", "C", "As", "C", "C", "C", "C", "H", "H", "H", "H", "H", "H", "H", "H", "H", "H", "H", "H", "H", "H", "H", "C", "C", "N", "C", "C", "N", "H", "H", "H", "H", "H", "H", "C", "C", "C", "C", "N", "C", "C", "H", "H", "H", "H", "H", "H", "H"], "xyz": [[0.05980, -0.37320, 0.17556], [-1.73554, 1.81970, 2.09250], [-1.09480, 0.50820, 2.03542], [-1.57332, 2.25342, 3.07827], [-2.80087, 1.73578, 1.89519], [-1.28487, 2.44529, 1.33261], [-1.46296, -0.01328, 2.75607], [-3.19865, 1.87370, -4.14992], [-3.27584, 2.57530, -2.89690], [-3.71083, 3.92763, -2.85309], [-1.81133, 2.40791, -2.13818], [-1.86258, 1.48722, -1.24834], [-0.75605, 1.15859, -0.60974], [-3.21868, 0.89298, -0.98204], [-3.62921, -0.09923, -0.10802], [-4.98097, -0.41955, -0.03791], [-5.91224, 0.24592, -0.82959], [-5.50494, 1.22883, -1.72586], [-4.15915, 1.51985, -1.77933], [-2.91713, -0.61389, 0.52001], [-5.31927, -1.19325, 0.64211], [-6.96296, -0.00164, -0.74690], [-6.21656, 1.75044, -2.35475], [2.41756, 3.52443, 3.72033], [2.62796, 2.06962, 2.84295], [3.82447, 1.37751, 2.86828], [3.92066, 0.21010, 2.12449], [2.82869, -0.22271, 1.40673], [1.66157, 0.44664, 1.38872], [1.57659, 1.58425, 2.08780], [4.66002, 1.74574, 3.45164], [4.84038, -0.35909, 2.10200], [2.88453, -1.13295, 0.82744], [0.65576, 2.13942, 2.03676], [-2.33678, -2.04458, 3.43638], [-1.60412, -3.05089, 2.54714], [0.09260, -2.40594, 1.80547], [0.94419, -4.01990, 1.08677], [0.34460, -5.35246, 1.52581], [1.08221, -2.08220, 3.46009], [0.88615, -3.13104, 4.54975], [-3.09322, -2.56032, 4.02701], [-2.86228, -1.28833, 2.84947], [-1.66722, -1.55492, 4.14922], [-2.25211, -3.38771, 1.74411], [-1.32332, -3.93014, 3.11861], [1.99046, -3.94535, 1.38599], [0.91390, -3.93811, 0.00054], [0.31955, -5.46428, 2.60877], [0.95383, -6.16550, 1.13026], [-0.66862, -5.48624, 1.14675], [0.80833, -1.08502, 3.80862], [2.13058, -2.03375, 3.17332], [-0.14236, -3.18497, 4.90512], [1.51030, -2.87283, 5.40650], [1.18766, -4.12431, 4.21723], [-0.67636, -0.16916, -3.46231], [-1.21914, -1.22907, -2.56568], [-0.97218, -1.51938, -1.27958], [-1.69631, -2.68049, -0.99493], [-2.36712, -3.08126, -2.09287], [-2.04933, -2.16126, -3.06063], [-0.14665, 0.59962, -2.92442], [-1.49320, 0.31335, -3.99903], [-0.01145, -0.62999, -4.19626], [-1.68429, -3.14875, -0.03391], [-3.02020, -3.92010, -2.26778], [-2.43299, -2.12421, -3.99338], [4.70461, -0.02935, -4.09863], [3.59943, -0.14070, -3.09136], [3.04834, 0.98463, -2.47894], [2.04562, 0.84435, -1.54684], [1.55163, -0.36200, -1.20613], [2.06520, -1.45441, -1.79414], [3.07871, -1.38249, -2.71928], [4.79894, 0.98499, -4.48058], [4.54486, -0.71188, -4.93393], [5.65550, -0.30486, -3.63498], [3.39052, 1.97899, -2.73722], [1.59682, 1.70783, -1.07597], [1.62669, -2.40519, -1.51718], [3.45748, -2.29617, -3.16168]]}

=====

No. 5
{"formula": "C5H10NO", "method": "ωB97M-V with the def2-TZVPD basis set", "lumo_ha": 0.135, "molar_mass_da": 100.141, "smiles": "C=C(N)CCC[O-]", "relative_energy_ev": 1.416, "charge": -1, "symbols": ["C", "O", "C", "C", "C", "C", "N", "H", "H", "H", "H", "H", "H", "H", "H", "H", "H"], "xyz": [[-1.70816, 1.54802, 0.40846], [-2.45674, 2.64378, -0.00356], [-1.38229, 0.22577, -0.51894], [-0.38578, -0.79232, 0.13615], [1.17311, -0.64234, -0.17669], [1.95394, -1.71140, -0.35878], [1.81803, 0.61333, 0.01063], [-1.93035, 1.13419, 1.42973], [-0.69885, 1.89415, 0.34492], [-1.03227, 0.55739, -1.57794], [-2.35324, -0.34631, -0.63280], [-0.52802, -0.97500, 1.21771], [-0.64959, -1.69462, -0.37721], [3.07448, -1.64185, -0.51723], [1.53057, -2.70478, -0.49885], [2.49595, 0.56393, 0.81084], [1.07920, 1.32804, 0.30354]]}

=====

No. 6
{"formula": "C24H72B2F8N6O6", "method": "ωB97M-V with the def2-TZVPD basis set", "lumo_ha": -0.306, "molar_mass_da": 714.484, "relative_energy_ev": 1.329, "charge": 4, "symbols": ["B", "F", "F", "F", "F", "B", "F", "F", "F", "F", "C", "C", "C", "O", "C", "N", "H", "H", "H", "H", "H", "H", "H", "H", "H", "H", "H", "H", "C", "C", "C", "O", "C", "N", "H", "H", "H", "H", "H", "H", "H", "H", "H", "H", "H", "H", "C", "C", "C", "O", "C", "N", "H", "H", "H", "H", "H", "H", "H", "H", "H", "H", "H", "H", "C", "C", "C", "O", "C", "N", "H", "H", "H", "H", "H", "H", "H", "H", "H", "H", "H", "H", "C", "C", "C", "O", "C", "N", "H", "H", "H", "H", "H", "H", "H", "H", "H", "H", "H", "H", "C", "C", "C", "O", "C", "N", "H", "H", "H", "H", "H", "H", "H", "H", "H", "H", "H", "H"], "xyz": [[-0.83933, -0.90457, 17.01395], [-0.08139, -1.89072, 17.49745], [-0.41909, -0.30942, 15.79992], [-2.03064, -1.38729, 16.77877], [-1.02392, 0.09728, 17.99723], [-6.06991, -4.72969, 13.16234], [-6.72020, -3.85302, 12.26265], [-7.00171, -5.54044, 13.65801], [-5.05138, -5.45168, 12.48949], [-5.48466, -4.05911, 14.19972], [-3.55676, -6.66082, 17.46610], [-2.14618, -7.04794, 16.89585], [-1.86887, -8.54425, 16.58697], [-0.77175, -8.75530, 15.69856], [-0.63347, -10.11293, 15.33859], [-1.87353, -6.12806, 15.67052], [-2.64001, -5.96259, 15.03396], [-1.69423, -5.17828, 15.96354], [-1.09971, -6.47771, 15.12368], [-3.61953, -7.21486, 18.40271], [-4.35325, -7.11214, 16.87448], [-3.78927, -5.60261, 17.58537], [-1.43495, -6.65068, 17.62004], [-2.63242, -9.07758, 16.02070], [-1.62391, -9.11380, 17.48347], [0.40963, -10.41740, 15.42427], [-0.90632, -10.14370, 14.28374], [-1.28147, -10.75925, 15.93057], [-11.75092, -7.75511, 15.71050], [-11.59224, -7.19204, 17.19423], [-12.00511, -8.33879, 18.17447], [-11.68460, -7.85916, 19.48753], [-11.27777, -8.96567, 20.32127], [-10.07865, -6.94306, 17.25771], [-9.91422, -6.60207, 18.19407], [-9.56607, -7.79953, 17.10337], [-9.81132, -6.29414, 16.53139], [-11.16780, -8.66221, 15.55156], [-11.66845, -6.96017, 14.96930], [-12.83178, -7.88339, 15.65255], [-12.03712, -6.20608, 17.32858], [-11.57455, -9.29016, 17.86204], [-13.09140, -8.41541, 18.12751], [-11.85478, -9.89038, 20.31230], [-11.39828, -8.57359, 21.33115], [-10.25122, -9.24561, 20.08480], [-5.40455, 2.42500, 16.58682], [-6.34465, 1.50565, 17.48993], [-7.49244, 2.26330, 18.17004], [-8.40023, 2.86405, 17.21819], [-8.35565, 4.24328, 17.06458], [-6.90202, 0.36611, 16.62033], [-6.17911, -0.17021, 16.16222], [-7.34257, -0.28720, 17.25216], [-7.59881, 0.74939, 15.99769], [-5.81897, 2.90674, 15.70122], [-4.60579, 1.83470, 16.13778], [-4.87640, 3.19918, 17.14344], [-5.82104, 0.97424, 18.28464], [-7.06670, 3.10173, 18.72129], [-8.05968, 1.65636, 18.87571], [-8.71585, 4.76334, 17.95222], [-9.05611, 4.51451, 16.27471], [-7.39004, 4.66817, 16.79043], [-12.54274, -3.33799, 9.57804], [-11.04461, -2.91204, 9.92028], [-10.19235, -2.75476, 8.64967], [-10.90044, -1.79051, 7.85787], [-10.19319, -1.55441, 6.63305], [-10.95375, -1.56344, 10.70311], [-11.45378, -0.85170, 10.18980], [-11.25096, -1.61303, 11.66710], [-9.97980, -1.29618, 10.69304], [-13.05379, -2.61209, 8.94558], [-13.00886, -3.57557, 10.53427], [-12.48268, -4.29958, 9.06831], [-10.59562, -3.62802, 10.60867], [-10.00423, -3.70727, 8.15425], [-9.16387, -2.51323, 8.91798], [-10.69100, -0.75409, 6.08552], [-10.25004, -2.37612, 5.91913], [-9.13240, -1.37403, 6.80711], [-1.65978, -3.00273, 8.91798], [-2.42083, -1.83470, 9.62463], [-1.54143, -0.59655, 10.08156], [-1.00332, 0.17068, 9.00214], [-0.41304, 1.40920, 9.46448], [-3.44589, -1.34354, 8.65752], [-3.98003, -2.08381, 8.22533], [-4.01534, -0.57768, 8.98812], [-2.99696, -0.95311, 7.84135], [-1.47825, -3.85932, 9.56713], [-0.77006, -2.62048, 8.41758], [-2.28404, -3.45981, 8.15022], [-3.02603, -2.06072, 10.50255], [-0.78695, -1.01132, 10.75000], [-2.17467, -0.03278, 10.76659], [0.41904, 1.63205, 8.79658], [-0.12260, 1.42012, 10.51501], [-1.19479, 2.15572, 9.32416], [-5.64420, -10.59817, 8.70627], [-5.33667, -9.79064, 9.98210], [-3.88800, -9.65291, 10.24106], [-3.19967, -8.96669, 9.21847], [-1.74676, -8.94735, 9.40574], [-5.96991, -8.39970, 9.79910], [-5.53260, -8.10304, 8.93837], [-6.96006, -8.46931, 9.61241], [-5.82027, -7.70655, 10.51831], [-5.14770, -10.12944, 7.85664], [-6.69520, -10.86684, 8.59993], [-5.19920, -11.59084, 8.77482], [-5.83102, -10.24364, 10.84146], [-3.37046, -10.61198, 10.26207], [-3.64980, -9.02943, 11.10282], [-1.34377, -9.95970, 9.37662], [-1.61235, -8.62084, 10.43696], [-1.19249, -8.29166, 8.73419]]}